1.
Molecular formula: C28H41Cl6F15N2O12
Method: DFT, wB97M-V/def2-TZVPD

Each line ends with the Mulliken charge.
CARTESIAN COORDINATES (ANGSTROEM)
C (-7.0406, -1.4662, 4.8799)  -1.162
C (-5.6008, -1.8678, 4.8234)  -0.123
O (-5.2030, -2.4100, 3.5477)  -0.252
C (-3.8960, -2.7245, 3.4014)  0.362
O (-2.9697, -2.6759, 4.2180)  -0.565
C (-3.5867, -3.0423, 1.8571)  0.876
F (-2.4447, -2.3810, 1.5545)  -0.217
F (-3.3976, -4.3567, 1.6437)  -0.270
F (-4.5117, -2.6051, 1.0464)  -0.219
H (-7.6055, -2.3041, 4.4715)  0.309
H (-7.1211, -0.6003, 4.2227)  0.305
H (-7.3664, -1.3829, 5.9168)  0.359
H (-5.4457, -2.6055, 5.6107)  0.302
H (-4.9652, -1.0034, 5.0154)  0.266
C (0.2784, -2.0359, 7.5903)  -1.095
C (1.0599, -0.9169, 6.8817)  0.102
O (1.9353, -1.3367, 5.7857)  -0.350
C (1.5154, -1.4218, 4.5048)  0.391
O (0.3528, -1.1474, 4.1919)  -0.444
C (2.6043, -1.6693, 3.4749)  0.920
F (2.9820, -0.5054, 2.9334)  -0.217
F (3.6209, -2.2533, 4.0412)  -0.261
F (2.1587, -2.4385, 2.5168)  -0.270
H (-0.4253, -1.6060, 8.3033)  0.370
H (0.9200, -2.8260, 7.9804)  0.318
H (-0.3607, -2.4760, 6.8248)  0.241
H (1.6624, -0.5137, 7.6957)  0.358
H (0.3490, -0.1769, 6.5139)  -0.006
C (-1.7778, 2.4921, 3.7702)  -1.025
C (-0.3191, 2.1195, 3.9744)  1.291
O (0.6345, 3.1761, 4.2972)  -0.379
C (1.0447, 4.0333, 3.3501)  0.453
O (0.6064, 4.0354, 2.2330)  -0.473
C (2.1286, 5.0285, 3.7597)  0.787
F (3.1048, 5.1193, 2.8057)  -0.198
F (1.6236, 6.2449, 3.9321)  -0.242
F (2.6658, 4.6118, 4.9421)  -0.256
H (-1.9844, 3.4137, 4.3145)  0.410
H (-2.3941, 1.6163, 3.9733)  0.367
H (-2.0328, 2.7576, 2.7442)  0.001
H (0.0503, 1.6031, 3.0885)  -0.459
H (-0.2567, 1.3628, 4.7564)  -0.328
C (-0.7846, -1.1235, -5.5988)  -1.117
C (0.0387, 0.1811, -5.6209)  0.744
O (0.5768, 0.4674, -6.9034)  -0.359
C (1.8650, 0.1043, -7.2544)  0.442
O (2.6626, -0.4795, -6.5217)  -0.468
C (2.2874, 0.4616, -8.7369)  0.743
F (2.7350, -0.6444, -9.4321)  -0.256
F (1.2362, 0.8911, -9.3945)  -0.250
F (3.1770, 1.4255, -8.7504)  -0.236
H (-0.1076, -1.9547, -5.7959)  0.211
H (-1.5954, -1.1425, -6.3270)  0.371
H (-1.3395, -1.3620, -4.6914)  0.284
H (0.8046, 0.2746, -4.8510)  -0.329
H (-0.6152, 1.0293, -5.4184)  0.186
C (3.0311, 1.6781, -3.6282)  -0.763
C (4.1439, 0.9120, -3.0052)  -0.028
O (3.9767, 1.0182, -1.6175)  -0.153
C (4.4930, 2.0676, -0.8654)  0.135
O (4.9224, 3.1234, -1.2626)  -0.537
C (4.3157, 1.7636, 0.6330)  1.036
F (3.7841, 2.8916, 1.1907)  -0.225
F (3.4990, 0.7159, 0.8447)  -0.343
F (5.4850, 1.5945, 1.2488)  -0.280
H (2.0154, 1.5558, -3.2519)  0.037
H (3.0562, 1.5527, -4.7107)  0.137
H (3.2587, 2.7350, -3.4896)  0.486
H (5.1283, 1.1469, -3.4103)  0.328
H (4.0391, -0.1308, -3.3046)  0.070
Cl (-2.0138, 4.7062, 0.2177)  -0.069
C (-2.2917, 4.9085, -1.5460)  0.450
Cl (-1.6640, 6.4246, -2.1451)  -0.136
Cl (-4.0956, 4.8081, -1.9215)  -0.134
H (-1.7864, 4.1280, -2.1149)  -0.111
Cl (-4.0527, -0.5845, -1.1483)  -0.165
C (-4.1509, 1.2107, -1.1013)  0.730
Cl (-4.1567, 1.7967, 0.5272)  -0.048
Cl (-5.5223, 1.6347, -2.1062)  -0.127
H (-3.2057, 1.5301, -1.5403)  -0.361
C (1.7568, -5.1958, -4.4881)  -0.945
N (1.5635, -3.8130, -3.9475)  0.279
C (0.5549, -3.8233, -2.8483)  -0.726
C (2.3851, -2.7690, -4.2171)  -0.037
O (2.3413, -1.7026, -3.6186)  -0.358
H (2.4835, -5.2227, -5.3000)  0.306
H (0.8740, -5.6724, -4.9143)  0.277
H (2.1760, -5.7277, -3.6340)  0.372
H (-0.2366, -4.5092, -3.1504)  0.388
H (0.9436, -4.2133, -1.9076)  0.338
H (0.1362, -2.8192, -2.7803)  -0.001
H (3.0716, -3.0469, -5.0317)  0.254
C (0.6579, -0.8082, 0.0563)  0.157
N (-0.1415, 0.2916, -0.5768)  0.492
C (-0.8482, 1.1502, 0.3264)  0.435
C (-0.2680, 0.3998, -1.9374)  -0.055
O (-0.8584, 1.2730, -2.5261)  -0.706
H (1.3916, -0.6128, 0.8383)  -0.488
H (1.2542, -1.2937, -0.7162)  0.128
H (-0.0290, -1.5652, 0.4348)  0.198
H (-1.5198, 0.4686, 0.8485)  0.179
H (-0.2450, 1.6365, 1.0931)  -0.111
H (-1.4890, 1.8360, -0.2278)  -0.647
H (0.3034, -0.4411, -2.3600)  0.402

Atoms 1-3, force components in eV/Å:
0.2 -0.8 -1.3
0.8 -0.1 1.3
1.0 -0.4 -0.1

Properties
2S+1 = 1
Kohn-Sham gap = 9.628 eV
LUMO energy = 0.316 eV
HOMO energy = -9.3 eV

***

2.
Molecular formula: C3H4FN
Method: DFT, wB97M-V/def2-TZVPD

Each line ends with the Mulliken charge.
CARTESIAN COORDINATES (ANGSTROEM)
C (-0.6326, -0.4947, -0.6430)  -0.976
C (0.0259, 0.5958, 0.2526)  0.382
F (0.5896, 1.5709, -0.5085)  -0.254
C (1.1533, -0.0352, 1.0495)  0.049
N (1.9963, -0.5849, 1.5567)  -0.332
H (0.1266, -0.8317, -1.3715)  0.296
H (-1.2426, -1.2978, -0.1695)  0.335
H (-1.3712, 0.0590, -1.2234)  0.292
H (-0.6452, 1.0187, 1.0571)  0.207

Atoms 1-3, force components in eV/Å:
-0.4 1.1 -0.4
0.2 -1.9 2.1
-0.3 0.4 -0.3

Properties
2S+1 = 1
Kohn-Sham gap = 12.964 eV
LUMO energy = 0.841 eV
HOMO energy = -12.1 eV

***

3.
Molecular formula: H12O6
Method: DFT, wB97M-V/def2-TZVPD

Each line ends with the Mulliken charge.
CARTESIAN COORDINATES (ANGSTROEM)
O (0.1545, -2.4762, -0.3692)  -0.625
H (0.7755, -3.0412, 0.0348)  0.296
H (-0.4785, -3.0932, -0.6692)  0.269
O (0.6235, 0.1038, -1.0392)  -0.644
H (0.4455, -0.8602, -1.0262)  0.402
H (1.0195, 0.1188, -0.1672)  0.273
O (-2.1785, 0.8198, 0.2298)  -0.605
H (-2.7375, 1.5978, 0.1238)  0.297
H (-1.3535, 1.0208, -0.1522)  0.332
O (1.5735, 0.8208, 1.5008)  -0.740
H (0.6595, 1.1328, 1.7978)  0.351
H (2.0495, 1.6908, 1.5758)  0.304
O (-0.6225, 1.9528, -2.7862)  -0.600
H (0.0675, 1.5018, -2.3292)  0.317
H (-0.1915, 2.3088, -3.5382)  0.310
O (-0.2145, -1.3322, 2.5528)  -0.600
H (0.0715, -1.6972, 1.6898)  0.314
H (0.3365, -0.5692, 2.5708)  0.347

Atoms 1-3, force components in eV/Å:
0.0 1.2 0.1
1.6 -0.9 0.8
-1.6 -0.8 -0.7

Properties
2S+1 = 1
Kohn-Sham gap = 11.164 eV
LUMO energy = 0.258 eV
HOMO energy = -10.9 eV

***

4.
Molecular formula: C4H9N
Method: DFT, wB97M-V/def2-TZVPD

Each line ends with the Mulliken charge.
CARTESIAN COORDINATES (ANGSTROEM)
C (-1.6936, 0.6336, -0.5618)  -1.199
C (-0.6618, 0.1676, 0.5038)  -0.190
C (0.0909, -1.1889, 1.0194)  -0.316
N (0.4637, -0.4216, -0.0832)  -0.052
C (1.7086, 0.1354, -0.4858)  -0.859
H (-2.6731, 0.9292, -0.1766)  0.365
H (-1.2830, 1.5453, -1.0472)  0.252
H (-1.8275, -0.0844, -1.3774)  0.317
H (-0.6241, 0.8690, 1.3418)  0.290
H (-0.4068, -2.1451, 0.8820)  0.193
H (0.8265, -1.2354, 1.8601)  0.288
H (2.0790, 0.9562, 0.1466)  0.325
H (2.4439, -0.6716, -0.5181)  0.326
H (1.5573, 0.5106, -1.5035)  0.261

Atoms 1-3, force components in eV/Å:
-0.1 -0.3 0.3
0.1 -0.1 0.2
-0.6 0.1 -0.1

Properties
2S+1 = 1
Kohn-Sham gap = 9.688 eV
LUMO energy = 1.162 eV
HOMO energy = -8.5 eV

***

5.
Molecular formula: HN3O5S
Method: DFT, wB97M-V/def2-TZVPD

Each line ends with the Mulliken charge.
CARTESIAN COORDINATES (ANGSTROEM)
N (-2.4820, 0.0504, -1.7070)  0.365
N (-0.3309, -0.6903, 0.0296)  -0.659
N (-0.1315, -0.2512, -1.0590)  1.187
O (0.7818, -0.3469, -1.7713)  -0.622
O (-3.0730, 0.5986, -2.4914)  -0.278
O (-1.1358, 0.5650, -1.6413)  -0.212
O (-1.0342, 1.8444, 1.1943)  -0.365
O (-3.1925, 0.9655, 0.5351)  -0.406
S (-2.0118, 0.8312, 1.3477)  0.752
H (0.3692, -1.2484, 0.4514)  0.239

Atoms 1-3, force components in eV/Å:
-0.3 -3.1 1.7
-3.4 -0.4 3.7
-1.0 0.7 -1.6

Properties
2S+1 = 1
Kohn-Sham gap = 10.425 eV
LUMO energy = -0.630 eV
HOMO energy = -11.1 eV

***

6.
Molecular formula: C3H8N5
Method: DFT, wB97M-V/def2-TZVPD

Each line ends with the Mulliken charge.
CARTESIAN COORDINATES (ANGSTROEM)
C (-1.8345, -0.1089, 0.6607)  -0.066
C (0.0983, 1.3618, 0.1632)  0.417
C (-0.3111, -1.5895, -0.5250)  -0.643
N (0.3058, 2.6295, 0.1527)  -0.598
N (-1.3143, 1.0180, 0.2170)  -0.152
N (0.9222, 0.3497, 0.2887)  -0.097
N (-1.3160, -1.3138, 0.3888)  -0.092
N (2.1484, 0.4103, -0.1490)  -0.473
H (-2.6950, -0.0035, 1.3276)  0.381
H (-0.1930, -0.9306, -1.3403)  0.469
H (0.4563, -2.3224, -0.3911)  0.342
H (1.2029, 2.8219, 0.5731)  0.283
H (-2.0107, 1.8201, 0.1815)  0.334
H (-1.5195, -2.0820, 1.1723)  0.341
H (2.8082, -0.2788, 0.3350)  0.300
H (2.3414, 0.7530, -1.0984)  0.254

Atoms 1-3, force components in eV/Å:
0.4 -0.7 0.1
-1.3 2.7 -0.8
-0.3 1.0 0.7

Properties
2S+1 = 1
Kohn-Sham gap (spin up / spin down) = 7.448 / 7.840 eV
LUMO energy (spin up / spin down) = -4.959 / -4.963 eV
Charge = +1
HOMO energy (spin up / spin down) = -12.4 / -12.8 eV

***

7.
Molecular formula: C4H6O4
Method: DFT, wB97M-V/def2-TZVPD

Each line ends with the Mulliken charge.
CARTESIAN COORDINATES (ANGSTROEM)
C (0.6985, -0.5323, -1.4566)  -1.095
C (0.9404, 0.0764, -0.1040)  0.689
O (1.9813, 0.6432, 0.1664)  -0.562
O (0.5448, -0.9371, 1.0054)  -0.248
O (0.4101, -0.2684, 2.2522)  -0.350
H (1.6122, -0.9773, -1.8445)  0.332
H (0.4587, 0.2838, -2.1388)  0.318
H (-0.0609, -1.3125, -1.4261)  0.345
H (1.2569, 0.2148, 2.3560)  0.336
C (-1.1545, 0.9850, 0.1368)  -1.052
C (-1.7994, -0.1989, 0.2940)  0.904
O (-2.4353, -1.1428, 0.1260)  -0.319
H (-1.7074, 1.7443, -0.4043)  0.395
H (-0.7452, 1.4218, 1.0372)  0.307

Atoms 1-3, force components in eV/Å:
-0.4 0.2 -0.3
3.6 -3.0 1.5
-2.3 1.0 -0.2

Properties
2S+1 = 1
Kohn-Sham gap = 10.023 eV
LUMO energy = 0.369 eV
HOMO energy = -9.7 eV

***

Computed values of total energy (unit: a.u.) for the preceding records, in sequence: -6363.0520; -271.3032; -458.6183; -212.4681; -939.0028; -392.4970; -456.8000.
Computed values of molar mass (unit: g mol⁻¹) for the preceding records, in sequence: 1095.3; 73.1; 108.1; 71.1; 155.1; 114.1; 118.1.
Computed values of ΔE to the lowest compared entry with this formula, charge and spin (unit: kcal/mol) for the preceding records, in sequence: 65.69; 0.00; 34.02; 52.11; 1.35; 94.39; 138.60.